Entry from the Open Molecules 2025 dataset: a molecular structure, C9H21O12V in a non-equilibrium geometry (ωB97M-V/def2-TZVPD).

The value obtained for the frontier orbital gap (alpha / beta) is 8.055 / 8.983 eV. For the relative energy (zero: lowest compared OMol25 entry of this formula, charge and spin), the calculation gives 75.1 kJ/mol. The spin multiplicity is 3.

Atoms and positions in Å:
H: 16.692 -9.494 10.382
H: 22.015 -9.519 8.260
H: 16.733 -8.084 9.338
C: 22.607 -12.056 10.336
H: 23.677 -7.924 7.898
C: 23.189 -4.272 11.175
O: 18.369 -6.374 10.988
H: 20.225 -13.703 12.608
H: 19.027 -13.449 11.367
O: 21.539 -12.341 11.245
H: 25.251 -7.217 7.166
V: 22.161 -8.414 10.976
H: 22.334 -11.369 9.541
H: 23.313 -3.201 11.283
H: 16.679 -7.924 11.151
H: 25.218 -7.707 8.796
O: 20.348 -7.348 10.613
H: 18.566 -13.237 13.080
O: 23.113 -6.695 10.105
H: 24.366 -9.836 10.829
O: 22.068 -9.025 9.065
O: 18.496 -8.474 10.322
C: 20.763 -11.329 11.607
C: 24.567 -7.312 8.009
H: 18.671 -4.704 12.232
H: 22.926 -13.037 9.990
C: 19.353 -13.102 12.349
H: 20.068 -5.244 11.323
H: 22.295 -7.822 13.633
C: 18.990 -5.121 11.278
C: 19.150 -7.367 10.633
O: 23.592 -4.535 9.826
O: 21.820 -7.820 12.808
C: 17.067 -8.476 10.299
H: 18.645 -4.435 10.507
O: 23.889 -9.259 11.419
O: 20.949 -10.175 11.361
H: 23.857 -4.773 11.877
O: 19.725 -11.727 12.314
O: 24.210 -5.952 8.327
H: 22.185 -4.648 11.355
C: 23.570 -5.795 9.459
H: 23.444 -11.624 10.885

Cartesian forces (eV/Å) of the 2 atoms listed first:
0.5 -0.2 0.0
-0.1 -0.3 -0.2

Atom charges from the Mulliken analysis, given in e for atoms 1 to 5: atom 1 (H): 0.234, atom 2 (H): 0.105, atom 3 (H): 0.282, atom 4 (C): -0.466, atom 5 (H): 0.167

Entry from the Open Molecules 2025 dataset: a molecular structure, C5H66B3BrNO29P in a non-equilibrium geometry (ωB97M-V/def2-TZVPD).

The value obtained for the frontier orbital gap is 8.159 eV.

Atoms and positions in Å:
H: 4.570 4.901 -0.913
O: 3.999 0.008 -4.604
H: 4.914 -0.187 -4.373
H: -0.167 -12.479 -3.976
H: 0.927 -1.924 2.001
H: 2.794 0.929 -2.888
H: 0.846 0.044 5.258
O: 0.959 0.235 6.195
H: -3.981 -0.196 7.924
O: -1.449 -11.267 -6.741
H: -0.571 9.820 -0.103
H: -3.110 -2.164 -7.069
H: 3.043 2.160 4.513
O: 4.911 2.382 5.970
O: 2.416 2.891 4.586
O: 1.731 -5.018 -2.624
H: 1.699 2.652 3.989
H: -2.104 1.604 -7.866
C: -1.640 2.915 -1.697
H: -2.546 -1.016 -7.917
Br: -0.184 0.997 2.871
H: 5.672 5.317 -1.887
H: 2.111 6.868 -4.131
H: -1.664 4.500 1.084
H: 0.346 4.697 -1.029
H: 3.674 -0.232 -1.112
O: -0.706 0.046 -4.848
N: 3.988 2.235 -1.132
C: -1.224 2.633 -3.172
B: -0.156 0.783 0.942
H: 1.447 -3.338 7.279
O: 0.682 2.317 -0.762
H: 4.218 2.792 -1.948
H: -1.047 -0.658 5.864
H: -1.003 -5.100 8.004
H: -1.500 -11.966 -4.521
B: 1.395 1.171 -0.593
O: 0.888 0.202 0.274
H: -4.829 2.730 -2.460
C: -0.774 5.067 0.822
H: -2.625 2.469 -1.583
O: 1.013 -2.471 2.789
H: 1.650 -5.840 -2.119
H: -4.696 -0.257 10.156
H: 1.870 -7.926 -2.124
H: 1.882 0.015 6.377
H: -1.960 0.139 4.931
H: -1.920 4.923 -2.386
O: -1.949 -0.627 5.518
H: 0.091 4.651 1.329
H: 0.392 -2.469 -0.554
O: -0.793 -11.751 -3.898
H: 1.544 -4.327 -1.976
H: -1.126 1.048 -6.841
C: -1.806 4.426 -1.422
H: 2.907 -7.933 -0.999
H: 3.467 -4.877 -3.342
H: -0.545 -8.223 -3.761
O: 1.986 -7.717 -1.186
O: 4.375 -4.806 -3.685
H: 0.930 -1.941 6.986
O: 1.217 6.534 -4.000
O: 0.222 -8.706 -3.437
H: 1.075 6.585 -3.046
H: -7.037 -0.808 7.022
H: -2.709 4.649 -0.857
H: -1.521 -10.470 -7.276
O: -0.096 -3.298 -0.621
H: 4.218 3.030 5.792
B: -0.711 2.164 -0.706
H: -2.134 2.513 -3.741
O: -2.846 -1.239 -7.028
H: 4.293 -4.265 -4.476
H: -0.638 1.724 -3.180
H: -1.763 9.515 0.788
H: 0.115 -2.536 3.135
H: -0.525 -11.288 -6.468
H: -0.955 6.071 1.187
O: 4.794 4.922 -1.850
O: -0.138 -4.802 7.702
O: 0.632 8.198 -1.574
O: -4.429 3.098 -3.256
O: -1.265 1.136 -7.792
H: -4.041 3.932 -2.966
H: 4.926 2.309 6.930
H: -0.263 -3.551 0.295
H: 3.901 -0.329 -5.501
H: -0.638 3.466 -3.548
P: 3.083 0.988 -1.516
H: -0.045 -9.633 -3.467
O: -5.057 -1.087 9.821
H: -5.480 -1.498 10.583
H: 0.461 -5.515 7.952
H: -0.357 -0.840 -4.698
H: -6.099 -1.406 8.071
H: -1.659 -0.092 -4.920
H: 0.594 8.938 -2.192
O: -1.032 10.132 0.684
O: -3.277 0.464 7.948
H: -0.630 6.130 -0.998
C: -0.618 5.082 -0.717
O: -6.193 -1.261 7.120
H: -2.706 0.215 7.208
H: 1.568 8.122 -1.353
O: 1.711 -2.411 7.297
O: -1.212 1.268 0.235

Cartesian forces (eV/Å) of the 2 atoms listed first:
0.0 -0.3 0.0
0.1 -0.2 -0.1

Atom charges from the Mulliken analysis, given in e for atoms 1 to 5: atom 1 (H): 0.326, atom 2 (O): -0.561, atom 3 (H): 0.301, atom 4 (H): 0.309, atom 5 (H): 0.235

Entry from the Open Molecules 2025 dataset: a molecular structure, C28H33NO6TcTe (ωB97M-V/def2-TZVPD).

The value obtained for the frontier orbital gap (alpha / beta) is 7.688 / 7.527 eV. As for the total charge: +1. The spin multiplicity is 3.

Atoms and positions in Å:
N: 1.648 -0.863 0.362
H: -3.022 -1.427 -4.675
C: -2.542 1.345 1.081
C: -2.043 -2.959 -2.116
C: 0.430 1.484 -1.358
C: 0.900 1.247 3.089
H: -0.633 -1.056 -4.224
H: -1.244 -4.891 -2.770
O: 0.171 -3.091 -0.435
C: -2.304 2.098 -1.278
H: 0.776 4.337 6.706
H: 3.757 2.486 1.960
C: -0.333 1.201 -0.198
H: -2.155 2.254 -4.519
Tc: 0.324 -1.287 -1.153
H: 2.415 3.321 1.185
C: 0.471 1.902 5.340
C: 2.119 -1.800 1.235
C: -0.206 -3.169 -3.656
H: 2.590 1.565 1.025
C: 1.688 3.821 6.401
O: 1.763 -1.713 2.421
C: 3.059 -2.839 0.719
H: -1.035 -0.183 5.539
H: 2.888 3.813 3.961
C: -2.469 -2.315 -4.373
H: 4.062 -2.608 1.080
O: 0.473 -5.226 -0.986
H: 2.039 3.244 7.258
H: -4.023 -2.483 -2.833
H: -2.106 1.877 1.933
H: -3.432 -4.050 -3.380
C: 2.122 3.051 4.046
C: -0.889 -3.914 -2.453
H: 2.768 -3.809 1.116
H: -3.355 2.358 -1.236
C: -0.797 -0.075 4.483
Te: 0.232 0.023 1.503
H: -2.370 -2.982 -1.080
H: -2.359 -2.958 -5.243
H: 2.156 0.833 -2.469
H: -0.219 -3.793 -4.545
C: 2.700 2.405 1.708
H: 0.341 2.228 -3.355
C: 0.192 1.046 4.288
H: 2.365 2.345 -1.604
C: 1.420 2.917 5.234
C: 1.883 2.223 2.953
H: 2.440 4.569 6.161
C: -1.710 1.538 -0.163
H: -3.306 3.112 -3.489
H: -2.646 0.292 1.356
H: -3.544 1.741 0.932
O: 2.165 -3.292 -3.997
O: 1.416 -1.659 -2.677
H: -1.772 3.865 -3.935
O: -1.434 -1.655 -2.393
H: -0.389 -1.028 4.142
C: 1.932 1.345 -1.531
H: 3.064 -2.864 -0.368
C: 1.254 -2.746 -3.450
C: -1.590 2.331 -2.451
C: -1.110 -1.934 -3.796
H: 2.431 0.813 -0.734
C: 0.003 -4.152 -1.231
H: -0.054 1.763 6.278
C: -3.141 -3.024 -3.170
C: -2.248 2.923 -3.662
H: -1.736 0.110 3.955
C: -0.241 2.019 -2.463

Cartesian forces (eV/Å) of the 2 atoms listed first:
-0.5 -0.2 0.0
0.0 0.0 0.0

Atom charges from the Mulliken analysis, given in e for atoms 1 to 5: atom 1 (N): -0.585, atom 2 (H): 0.329, atom 3 (C): -1.909, atom 4 (C): -0.149, atom 5 (C): 1.717

Entry from the Open Molecules 2025 dataset: C4H7NO in the gas phase in a non-equilibrium geometry (ωB97M-V/def2-TZVPD).

The value obtained for the frontier orbital gap is 10.306 eV. For the relative energy (zero: lowest compared OMol25 entry of this formula, charge and spin), the calculation gives 128.7 kJ/mol. The SMILES is C/C=C/C(N)=O.

Atoms and positions in Å:
H: -0.758 1.525 -0.132
H: 3.504 -0.174 -0.022
C: 1.485 0.336 -0.073
N: 2.572 -0.504 0.178
C: -2.313 0.071 0.119
O: 1.568 1.608 0.019
H: -2.737 0.460 1.024
H: 2.312 -1.456 0.055
H: -2.368 -0.981 -0.038
C: 0.248 -0.412 -0.128
H: -2.905 0.544 -0.643
C: -0.842 0.428 -0.020
H: 0.234 -1.445 -0.339

Cartesian forces (eV/Å) of the 2 atoms listed first:
0.9 -0.8 0.6
-0.1 -0.1 0.1

Atom charges from the Mulliken analysis, given in e for atoms 1 to 5: atom 1 (H): 0.333, atom 2 (H): 0.261, atom 3 (C): 0.668, atom 4 (N): -0.394, atom 5 (C): -1.167

Entry from the Open Molecules 2025 dataset: 7 unconnected molecules or ions with the total composition C38H65Cl12FIN3S3 in a non-equilibrium geometry (ωB97M-V/def2-TZVPD).

The value obtained for the frontier orbital gap is 6.867 eV. The SMILES is CCCCCCCCN(CCCCCCCC)C(=S)SCCCc1c(I)cc2nsnc2c1F.ClCCCl.ClCCCl.ClCCCl.ClCCCl.ClCCCl.ClCCCl.

Atoms and positions in Å:
Cl: -1.555 -2.199 -5.834
S: 2.132 -4.715 -0.089
H: -2.177 0.459 -0.890
I: 0.782 -2.569 4.940
H: -3.076 2.331 0.803
H: 1.534 -3.740 -2.664
H: -3.312 -2.737 4.259
H: -6.595 -3.097 -1.631
C: 1.511 -0.393 2.574
C: -2.500 -2.543 -1.156
H: 2.103 -0.570 -3.089
H: 1.724 -1.267 0.496
C: 4.294 0.456 8.566
C: 1.065 0.331 -4.846
H: 3.555 2.263 7.619
H: -0.294 5.243 -5.190
C: 0.991 0.623 5.065
H: -4.630 3.208 0.254
C: -0.944 -2.122 -0.869
Cl: 6.941 -1.991 7.775
Cl: -7.038 -0.994 -2.565
H: -7.954 -2.301 -0.826
C: 1.956 1.665 -4.571
C: 3.436 6.635 -2.348
C: -3.802 2.490 -0.086
Cl: 0.926 5.842 -1.608
S: 1.461 4.489 4.190
H: 3.338 -2.471 -0.272
H: -0.446 2.636 -5.395
C: 3.233 -3.332 0.473
Cl: 1.261 -1.961 -7.762
C: 1.609 -1.638 1.577
C: -4.072 -3.974 2.676
C: -4.194 -2.792 3.617
S: -0.732 -4.729 0.838
C: 1.789 1.046 2.005
N: 1.813 3.704 2.688
H: 4.290 -3.781 0.647
H: 2.471 2.061 -5.526
H: 2.959 7.409 -2.953
Cl: -4.290 -1.243 2.741
N: 1.096 3.264 5.333
C: 4.108 1.357 7.362
C: 0.381 -4.129 -0.304
H: -1.613 -1.937 -8.180
H: -8.624 -4.319 -2.224
H: 2.527 7.114 -0.462
H: -8.067 -3.472 -3.673
H: 2.826 1.361 -3.865
H: -0.724 5.087 -3.325
Cl: 3.756 5.234 -3.398
H: -4.968 1.103 -1.467
C: -4.391 1.010 -0.470
C: 8.425 -1.663 8.703
C: 1.153 2.838 -3.816
H: -0.677 -2.044 -3.718
H: 4.941 0.945 9.298
C: 1.227 2.068 4.499
H: 1.733 3.826 -4.012
C: 1.006 -0.473 -3.457
H: 0.698 0.434 6.155
C: 1.133 -0.587 4.092
C: 1.003 -2.781 -2.281
H: 1.658 -0.274 -5.631
H: 0.905 -2.484 -4.580
C: -0.351 3.082 -4.345
H: -3.605 4.667 -2.823
H: 0.383 0.118 -2.700
C: -3.376 4.583 -1.696
H: -5.150 0.768 0.373
C: -8.463 -3.333 -2.665
H: 5.082 1.654 6.966
Cl: 3.239 0.538 6.037
H: -0.756 -1.109 -1.360
N: -0.094 -3.241 -1.376
H: 7.386 -0.588 10.275
H: 3.016 5.420 -0.600
H: -5.075 -2.875 4.256
C: -3.167 -0.025 -0.547
H: -4.535 -1.607 -1.344
H: 9.241 -1.508 7.994
H: -4.248 4.931 -1.033
H: -1.059 2.533 -3.628
H: -3.358 2.374 -2.296
C: 2.592 6.265 -1.147
H: -2.581 -3.354 -1.968
H: 0.619 -2.229 1.705
C: -3.025 3.031 -1.408
H: -3.882 -4.884 3.248
H: 8.643 -2.563 9.280
C: -1.350 -2.761 -7.513
Cl: -5.568 -4.250 1.747
H: -2.477 5.269 -1.478
H: 4.405 7.013 -2.016
H: -3.253 -3.840 1.966
C: 0.053 -3.270 -7.783
H: 0.355 -4.021 -7.050
C: -7.514 -2.530 -1.798
C: -3.433 -1.276 -1.522
Cl: 8.120 1.061 8.753
C: 0.484 -2.017 -3.613
H: -3.008 -0.452 0.508
H: -2.071 -3.566 -7.667
H: -0.890 -1.957 0.268
H: 3.683 -2.233 2.478
H: -1.942 4.617 -4.666
Cl: -10.064 -2.562 -2.803
C: -0.819 4.623 -4.379
H: -3.361 -1.020 -2.641
C: 1.647 2.292 2.983
H: 2.357 -3.535 2.550
H: 9.143 -0.393 10.280
C: 8.265 -0.480 9.637
C: 2.797 -2.681 1.902
H: 1.779 -2.174 -1.700
F: 2.158 1.266 0.631
H: -1.896 2.869 -1.234
H: 0.098 -3.724 -8.775
H: 4.752 -0.495 8.289
H: 0.036 0.554 -5.292
H: -2.962 -3.008 -0.198
H: 1.178 2.709 -2.665
Cl: 2.752 0.109 9.390

Cartesian forces (eV/Å) of the 2 atoms listed first:
-0.3 0.0 -0.7
-0.4 0.4 -0.2

Atom charges from the Mulliken analysis, given in e for atoms 1 to 5: atom 1 (Cl): -0.036, atom 2 (S): -0.127, atom 3 (H): -0.174, atom 4 (I): 0.045, atom 5 (H): 0.190

Entry from the Open Molecules 2025 dataset: 2 unconnected molecules or ions with the total composition C3H8NO3 in a non-equilibrium geometry (ωB97M-V/def2-TZVPD).

The value obtained for the frontier orbital gap is 12.530 eV. For the relative energy (zero: lowest compared OMol25 entry of this formula, charge and spin), the calculation gives 634.9 kJ/mol. As for the total charge: +1.

Atoms and positions in Å:
H: 0.764 -1.763 1.197
H: -1.817 -0.292 0.543
O: -0.305 -0.564 -0.941
O: 1.878 0.105 -0.253
C: -0.125 -1.138 1.569
H: 0.905 2.502 -0.759
O: 1.875 -0.130 -1.650
H: -0.631 1.727 -0.394
H: -1.756 -1.812 0.065
H: -0.183 2.221 -1.918
C: 0.800 -0.058 -0.983
H: -0.872 -1.614 2.248
N: 0.137 1.923 -1.011
C: -1.047 -0.937 0.318
H: 0.376 -0.170 1.970

Cartesian forces (eV/Å) of the 2 atoms listed first:
-1.5 0.3 1.2
-1.2 2.8 0.0

Atom charges from the Mulliken analysis, given in e for atoms 1 to 5: atom 1 (H): 0.316, atom 2 (H): 0.406, atom 3 (O): -0.261, atom 4 (O): -0.200, atom 5 (C): -0.867

Entry from the Open Molecules 2025 dataset: a molecular structure, C6H24FN12O6Y in a non-equilibrium geometry (ωB97M-V/def2-TZVPD).

The value obtained for the frontier orbital gap is 3.153 eV. For the relative energy (zero: lowest compared OMol25 entry of this formula, charge and spin), the calculation gives 883.9 kJ/mol. As for the total charge: +2.

Atoms and positions in Å:
H: 1.056 -1.718 2.998
H: -1.801 -1.201 -5.523
H: 5.062 0.839 -1.141
H: 0.680 -1.833 -2.496
H: -1.620 3.430 2.940
H: 1.265 1.648 3.368
N: 1.886 1.215 4.033
C: 1.742 -0.121 4.147
C: -0.470 -1.542 -4.071
O: 3.191 -3.395 0.231
H: -4.655 4.119 1.737
H: 1.920 -1.038 -1.281
H: 3.602 0.551 -2.103
N: -2.504 3.698 2.542
H: -4.448 -0.892 -2.565
N: -3.126 -2.060 0.049
C: -3.494 -2.175 -1.258
N: 2.541 -1.826 -1.272
C: 3.362 1.411 -0.267
O: 2.116 1.611 -0.404
N: -3.848 -0.967 -1.762
O: -2.370 2.110 0.841
H: 3.585 2.066 1.596
H: -2.994 4.547 2.759
H: -3.738 -0.184 -1.143
H: 5.082 1.567 0.782
N: -0.254 -1.560 -2.747
Y: -0.183 2.494 -0.206
H: -2.752 -2.921 0.419
N: 4.080 1.599 0.855
N: -4.118 3.599 1.064
H: -4.450 3.392 0.135
O: -3.468 -3.202 -1.913
N: -1.724 -1.292 -4.524
H: 2.556 1.715 4.586
H: 0.998 -0.271 2.188
H: 3.464 -1.746 -1.666
C: -2.986 2.993 1.489
O: 0.528 -1.674 -4.789
C: 2.354 -2.637 -0.230
N: 1.239 -0.732 3.047
N: 4.066 0.866 -1.267
O: 2.244 -0.669 5.121
H: 0.529 -1.592 0.105
H: 1.152 -2.871 1.203
H: -2.403 -0.832 -3.944
F: -0.418 0.228 0.008
N: 1.143 -2.356 0.334
H: -0.956 -1.223 -2.109
H: -2.661 -1.166 0.108

Cartesian forces (eV/Å) of the 2 atoms listed first:
0.2 0.0 0.7
-0.1 0.0 0.0

Atom charges from the Mulliken analysis, given in e for atoms 1 to 5: atom 1 (H): 0.153, atom 2 (H): 0.246, atom 3 (H): 0.180, atom 4 (H): 0.178, atom 5 (H): 0.190